Record 1
Formula: C13H52O13
Source: the Open Molecules 2025 dataset
Level of theory: ωB97M-V/def2-TZVPD

```
78
C13H52O13, DFT ωB97M-V/def2-TZVPD
C -13.45 -2.72 13.04
O -13.50 -3.09 11.63
H -12.87 -1.81 13.16
H -14.43 -2.56 13.47
H -12.87 -3.50 13.55
H -14.26 -3.66 11.50
C -11.68 5.12 13.77
O -12.34 5.54 12.59
H -12.06 5.75 14.57
H -12.10 4.13 13.96
H -10.62 4.92 13.62
H -12.07 4.96 11.88
C -12.25 1.56 17.09
O -10.83 1.26 17.17
H -12.31 2.47 16.48
H -12.83 0.71 16.73
H -12.58 1.82 18.10
H -10.76 0.44 17.66
C -16.29 1.55 10.31
O -15.07 0.99 10.56
H -17.09 1.12 10.91
H -16.29 2.64 10.42
H -16.51 1.44 9.25
H -15.16 0.04 10.60
C -12.91 1.65 12.87
O -11.55 1.86 12.63
H -13.08 1.59 13.94
H -13.51 2.53 12.63
H -13.25 0.74 12.38
H -11.07 2.20 13.38
C -16.09 1.11 13.66
O -16.10 1.05 15.04
H -15.84 2.09 13.23
H -15.48 0.28 13.31
H -17.06 1.02 13.17
H -16.38 1.94 15.26
C -14.98 4.54 15.44
O -16.08 4.55 14.54
H -15.14 3.93 16.32
H -14.05 4.12 15.04
H -14.84 5.58 15.73
H -15.86 5.00 13.72
C -9.33 4.01 10.60
O -8.07 4.26 11.16
H -9.22 3.50 9.65
H -9.99 3.41 11.23
H -9.79 4.98 10.40
H -8.05 5.01 11.75
C -12.88 3.65 9.09
O -13.15 3.65 10.49
H -12.10 4.41 8.95
H -12.50 2.69 8.74
H -13.76 4.04 8.57
H -13.65 2.83 10.53
C -15.65 5.47 10.52
O -15.43 4.62 11.61
H -14.97 6.31 10.65
H -15.55 4.98 9.56
H -16.65 5.90 10.53
H -14.49 4.43 11.67
C -11.42 -0.96 10.23
O -10.81 -1.07 11.46
H -12.46 -0.61 10.24
H -10.73 -0.41 9.59
H -11.47 -1.96 9.81
H -10.87 -0.20 11.87
C -8.30 -0.75 15.55
O -9.39 -0.95 14.74
H -8.41 -1.45 16.38
H -7.43 -0.78 14.88
H -8.34 0.23 16.02
H -9.82 -0.10 14.67
C -8.92 2.95 14.59
O -10.04 2.09 14.79
H -8.90 3.29 13.55
H -8.86 3.72 15.35
H -8.06 2.28 14.51
H -10.25 2.06 15.73
```

## Properties
LUMO: 0.45 eV
Frontier orbital gap: 10.0 eV
F_max: 2.26 eV/Å
ΔE to the lowest compared entry with this formula, charge and spin: 62.3 kcal per mole

Charges in e, computed with Mulliken, in the same order as the atoms: number 1, C, carries -0.3235; number 2, O, carries -0.4969; number 3, H, carries -0.0144; number 4, H, carries 0.2990; number 5, H, carries 0.3047; number 6, H, carries 0.2786; number 7, C, carries 0.0163; number 8, O, carries -0.5605; number 9, H, carries 0.4619; number 10, H, carries -0.4264; number 11, H, carries 0.1994; number 12, H, carries 0.1565; number 13, C, carries -0.4778; number 14, O, carries -0.5888; number 15, H, carries 0.0354; number 16, H, carries 0.3212; number 17, H, carries 0.3712; number 18, H, carries 0.2944; number 19, C, carries -0.6604; number 20, O, carries -0.2907; number 21, H, carries 0.3413; number 22, H, carries 0.1101; number 23, H, carries 0.3289; number 24, H, carries 0.2290; number 25, C, carries -0.0460; number 26, O, carries 0.0105; number 27, H, carries 0.3837; number 28, H, carries -0.1403; number 29, H, carries -0.0736; number 30, H, carries 0.0569; number 31, C, carries -0.3121; number 32, O, carries -0.5739; number 33, H, carries 0.0208; number 34, H, carries 0.1323; number 35, H, carries 0.4305; number 36, H, carries 0.3267; number 37, C, carries -0.4145; number 38, O, carries -0.5205; number 39, H, carries 0.3444; number 40, H, carries -0.1143; number 41, H, carries 0.4026; number 42, H, carries 0.3051; number 43, C, carries -0.1852; number 44, O, carries -0.5760; number 45, H, carries 0.3096; number 46, H, carries -0.0636; number 47, H, carries 0.2630; number 48, H, carries 0.3081; number 49, C, carries -0.8825; number 50, O, carries 0.2385; number 51, H, carries 0.2649; number 52, H, carries 0.2664; number 53, H, carries 0.2643; number 54, H, carries -0.1013; number 55, C, carries -0.7534; number 56, O, carries -0.4420; number 57, H, carries 0.3061; number 58, H, carries 0.1912; number 59, H, carries 0.2641; number 60, H, carries 0.3011; number 61, C, carries -0.4189; number 62, O, carries -0.5031; number 63, H, carries 0.0041; number 64, H, carries 0.3333; number 65, H, carries 0.2532; number 66, H, carries 0.2752; number 67, C, carries -0.6311; number 68, O, carries -0.4481; number 69, H, carries 0.2902; number 70, H, carries 0.2610; number 71, H, carries 0.1886; number 72, H, carries 0.3649; number 73, C, carries -0.6081; number 74, O, carries -0.3834; number 75, H, carries 0.0424; number 76, H, carries 0.3492; number 77, H, carries 0.2895; number 78, H, carries 0.2407

Record 2
Formula: C13H56F6N23O21S2
Source: the Open Molecules 2025 dataset
Level of theory: ωB97M-V/def2-TZVPD

```
121
C13H56F6N23O21S2, DFT ωB97M-V/def2-TZVPD
C -36.74 12.98 2.37
F -37.08 11.78 1.88
F -37.37 13.85 1.63
F -37.15 12.97 3.62
S -34.81 13.09 2.26
O -34.63 12.10 3.34
O -34.47 12.66 0.98
N -34.58 14.79 2.71
S -33.02 14.88 2.64
O -32.64 16.04 3.39
O -32.17 13.65 2.80
C -32.71 15.42 0.80
F -32.52 14.25 0.21
F -33.81 15.99 0.32
F -31.65 16.22 0.72
C -28.66 12.13 -5.23
O -28.40 10.91 -5.10
N -27.87 13.20 -5.44
N -29.82 12.45 -4.86
H -28.05 14.10 -5.02
H -26.97 12.75 -5.52
H -30.44 11.76 -4.46
H -30.12 13.41 -5.00
C -35.16 14.14 9.58
O -34.81 15.25 9.59
N -36.42 13.82 9.94
N -34.33 13.16 9.37
H -37.19 14.47 10.03
H -36.59 12.88 9.62
H -33.43 13.43 9.01
H -34.56 12.22 9.06
C -26.12 12.88 -0.29
O -25.24 12.31 -0.90
N -26.29 14.18 -0.20
N -26.94 12.18 0.46
H -25.90 14.61 -1.03
H -27.05 14.50 0.37
H -26.65 11.22 0.59
H -27.79 12.57 0.83
C -28.34 13.45 7.85
O -28.94 12.77 8.69
N -27.93 12.98 6.64
N -28.17 14.66 7.93
H -28.04 12.00 6.45
H -27.38 13.64 6.12
H -28.65 15.03 8.73
H -27.79 15.15 7.14
C -31.68 23.11 2.49
O -32.35 22.47 1.69
N -30.83 22.61 3.37
N -31.92 24.38 2.68
H -30.67 21.61 3.36
H -30.27 23.19 3.97
H -32.59 24.81 2.05
H -31.57 24.69 3.57
C -37.63 7.42 8.93
O -37.57 8.57 9.19
N -38.06 6.57 9.78
N -37.34 6.98 7.74
H -38.30 6.96 10.68
H -38.13 5.57 9.67
H -37.43 5.99 7.56
H -36.86 7.59 7.09
C -25.54 19.85 -3.29
O -25.53 18.61 -3.65
N -25.09 20.80 -3.98
N -26.26 20.33 -2.28
H -25.03 21.75 -3.65
H -24.49 20.55 -4.75
H -26.73 19.64 -1.71
H -26.14 21.34 -2.23
C -42.70 15.45 -4.14
O -42.21 16.48 -4.49
N -43.75 14.93 -4.67
N -42.20 14.69 -3.22
H -44.09 13.99 -4.52
H -44.40 15.57 -5.08
H -41.30 14.84 -2.79
H -42.80 13.88 -3.09
C -32.00 18.70 -5.37
O -31.47 17.64 -5.27
N -31.59 19.80 -4.76
N -32.67 19.13 -6.42
H -31.12 19.62 -3.89
H -32.14 20.64 -4.88
H -33.15 18.40 -6.93
H -32.80 20.07 -6.77
C -43.94 14.47 2.20
O -43.65 15.49 2.72
N -43.71 13.25 2.63
N -44.66 14.43 1.09
H -42.91 13.12 3.23
H -43.99 12.72 1.82
H -44.33 13.68 0.50
H -44.95 15.30 0.66
C -37.21 20.89 -3.46
O -37.16 19.94 -2.73
N -36.31 21.88 -3.35
N -38.16 21.15 -4.31
H -35.67 21.86 -2.57
H -36.49 22.77 -3.80
H -38.70 20.32 -4.51
H -38.03 21.94 -4.93
O -36.81 15.16 -2.50
H -37.06 16.06 -2.27
H -35.87 15.12 -2.31
O -36.93 18.40 1.99
H -36.44 17.58 1.99
H -37.21 18.51 1.08
O -31.18 8.25 0.19
H -31.40 7.55 -0.42
H -31.35 9.05 -0.30
O -31.10 18.80 9.02
H -31.21 19.65 8.60
H -31.89 18.31 8.79
O -37.68 16.37 6.02
H -36.95 15.91 5.60
H -38.23 15.66 6.37
O -34.81 20.22 5.79
H -34.12 19.67 5.41
H -34.33 20.88 6.30
```

## Properties
Net charge: -1
LUMO: 1.44 eV
Frontier orbital gap: 8.6 eV
F_max: 9.03 eV/Å

These are the Mulliken partial charges, in e, on atoms 1 to 99: number 1, C, carries 0.5632; number 2, F, carries -0.2467; number 3, F, carries -0.2149; number 4, F, carries -0.2235; number 5, S, carries 0.9792; number 6, O, carries -0.6414; number 7, O, carries -0.5611; number 8, N, carries -0.2631; number 9, S, carries 0.9085; number 10, O, carries -0.6815; number 11, O, carries -0.6193; number 12, C, carries 0.6518; number 13, F, carries -0.2104; number 14, F, carries -0.2277; number 15, F, carries -0.2154; number 16, C, carries 0.6987; number 17, O, carries -0.6994; number 18, N, carries -0.4920; number 19, N, carries -0.3598; number 20, H, carries 0.2363; number 21, H, carries 0.2511; number 22, H, carries 0.2113; number 23, H, carries 0.1565; number 24, C, carries 0.5280; number 25, O, carries -0.5787; number 26, N, carries -0.4058; number 27, N, carries -0.3948; number 28, H, carries 0.2320; number 29, H, carries 0.1727; number 30, H, carries 0.2362; number 31, H, carries 0.2186; number 32, C, carries 0.6496; number 33, O, carries -0.6658; number 34, N, carries -0.3883; number 35, N, carries -0.3954; number 36, H, carries 0.2388; number 37, H, carries 0.1894; number 38, H, carries 0.2073; number 39, H, carries 0.1659; number 40, C, carries 0.6792; number 41, O, carries -0.7007; number 42, N, carries -0.4171; number 43, N, carries -0.3315; number 44, H, carries 0.2094; number 45, H, carries 0.1524; number 46, H, carries 0.2378; number 47, H, carries 0.1746; number 48, C, carries 0.6777; number 49, O, carries -0.6536; number 50, N, carries -0.4075; number 51, N, carries -0.4125; number 52, H, carries 0.2287; number 53, H, carries 0.1685; number 54, H, carries 0.2295; number 55, H, carries 0.1712; number 56, C, carries 0.6466; number 57, O, carries -0.6555; number 58, N, carries -0.3779; number 59, N, carries -0.3882; number 60, H, carries 0.2255; number 61, H, carries 0.1632; number 62, H, carries 0.1567; number 63, H, carries 0.2293; number 64, C, carries 0.6456; number 65, O, carries -0.6892; number 66, N, carries -0.3664; number 67, N, carries -0.3846; number 68, H, carries 0.1708; number 69, H, carries 0.2371; number 70, H, carries 0.2308; number 71, H, carries 0.1561; number 72, C, carries 0.6783; number 73, O, carries -0.6471; number 74, N, carries -0.3932; number 75, N, carries -0.3607; number 76, H, carries 0.1657; number 77, H, carries 0.2139; number 78, H, carries 0.2212; number 79, H, carries 0.1222; number 80, C, carries 0.6357; number 81, O, carries -0.6061; number 82, N, carries -0.4368; number 83, N, carries -0.4127; number 84, H, carries 0.2410; number 85, H, carries 0.1924; number 86, H, carries 0.2073; number 87, H, carries 0.1792; number 88, C, carries 0.4867; number 89, O, carries -0.5819; number 90, N, carries -0.3372; number 91, N, carries -0.4435; number 92, H, carries 0.2625; number 93, H, carries 0.1849; number 94, H, carries 0.1908; number 95, H, carries 0.2375; number 96, C, carries 0.6024; number 97, O, carries -0.6060; number 98, N, carries -0.4299; number 99, N, carries -0.4110

Record 3
Formula: C13H5Cl37FN4O2
Source: the Open Molecules 2025 dataset
Level of theory: ωB97M-V/def2-TZVPD

```
62
C13H5Cl37FN4O2, DFT ωB97M-V/def2-TZVPD
O 1.07 4.96 -0.12
C 0.06 5.47 -0.51
O 0.00 6.83 -0.79
C -1.14 4.57 -0.75
C -2.47 5.22 -0.65
N -3.64 4.60 -0.40
C -4.58 5.54 -0.45
N -5.89 5.44 -0.26
Cl -6.55 3.92 0.10
N -4.01 6.74 -0.71
F -4.57 7.93 -0.83
N -2.69 6.51 -0.83
H 0.22 7.29 0.03
H -1.06 4.14 -1.75
H -1.12 3.74 -0.04
H -6.50 6.24 -0.29
H -2.09 7.30 -1.03
C -0.85 0.47 -0.54
Cl -0.01 0.22 -2.07
Cl 0.22 1.31 0.60
Cl -2.29 1.47 -0.80
Cl -1.32 -1.09 0.14
C 4.80 5.01 0.03
Cl 3.99 3.56 0.62
Cl 6.42 5.10 0.72
Cl 4.91 4.94 -1.73
Cl 3.88 6.45 0.51
C 5.14 -0.17 -0.14
Cl 5.31 0.35 1.54
Cl 6.25 0.77 -1.16
Cl 5.52 -1.88 -0.28
Cl 3.48 0.10 -0.68
C -3.98 -3.43 2.05
Cl -5.52 -3.31 1.18
Cl -4.03 -4.81 3.15
Cl -2.66 -3.64 0.89
Cl -3.72 -1.95 2.98
C 4.04 -5.68 1.31
Cl 4.04 -5.79 3.07
Cl 3.03 -4.31 0.81
Cl 5.70 -5.43 0.73
Cl 3.40 -7.17 0.62
C 3.06 -8.24 -3.62
Cl 3.95 -8.50 -5.13
Cl 4.09 -7.42 -2.45
Cl 1.63 -7.26 -3.95
Cl 2.55 -9.80 -2.96
C -1.05 -8.04 -6.86
Cl -1.94 -8.98 -8.06
Cl -2.13 -6.84 -6.13
Cl -0.43 -9.11 -5.60
Cl 0.31 -7.21 -7.64
C -3.56 4.78 3.85
Cl -4.29 3.28 4.42
Cl -1.93 4.95 4.51
Cl -3.48 4.74 2.07
Cl -4.56 6.16 4.35
C 1.40 -4.01 5.79
Cl 0.66 -5.49 6.38
Cl 2.97 -3.78 6.57
Cl 1.62 -4.12 4.04
Cl 0.35 -2.63 6.17
```

## Properties
Net charge: +1
LUMO: -3.33 eV
Frontier orbital gap: 8.6 eV
F_max: 2.54 eV/Å
ΔE to the lowest compared entry with this formula, charge and spin: 14.6 kcal per mole

Charges in e, computed with natural (NBO), in the same order as the atoms: number 1, O, carries -0.4776; number 2, C, carries 0.7783; number 3, O, carries -0.7362; number 4, C, carries -0.5918; number 5, C, carries 0.4890; number 6, N, carries -0.4678; number 7, C, carries 0.5376; number 8, N, carries -0.5869; number 9, Cl, carries 0.2616; number 10, N, carries 0.1758; number 11, F, carries -0.1005; number 12, N, carries -0.3449; number 13, H, carries 0.5178; number 14, H, carries 0.3022; number 15, H, carries 0.3168; number 16, H, carries 0.4445; number 17, H, carries 0.4811; number 18, C, carries -0.2284; number 19, Cl, carries 0.0652; number 20, Cl, carries 0.0526; number 21, Cl, carries 0.0245; number 22, Cl, carries 0.0838; number 23, C, carries -0.2218; number 24, Cl, carries 0.0591; number 25, Cl, carries 0.0704; number 26, Cl, carries 0.0563; number 27, Cl, carries 0.0357; number 28, C, carries -0.2256; number 29, Cl, carries 0.0561; number 30, Cl, carries 0.0612; number 31, Cl, carries 0.0684; number 32, Cl, carries 0.0378; number 33, C, carries -0.2245; number 34, Cl, carries 0.0603; number 35, Cl, carries 0.0753; number 36, Cl, carries 0.0571; number 37, Cl, carries 0.0483; number 38, C, carries -0.2246; number 39, Cl, carries 0.0675; number 40, Cl, carries 0.0434; number 41, Cl, carries 0.0518; number 42, Cl, carries 0.0688; number 43, C, carries -0.2256; number 44, Cl, carries 0.0591; number 45, Cl, carries 0.0571; number 46, Cl, carries 0.0551; number 47, Cl, carries 0.0525; number 48, C, carries -0.2264; number 49, Cl, carries 0.0621; number 50, Cl, carries 0.0467; number 51, Cl, carries 0.0622; number 52, Cl, carries 0.0556; number 53, C, carries -0.2270; number 54, Cl, carries 0.0802; number 55, Cl, carries 0.0700; number 56, Cl, carries 0.0039; number 57, Cl, carries 0.0603; number 58, C, carries -0.2261; number 59, Cl, carries 0.0603; number 60, Cl, carries 0.0571; number 61, Cl, carries 0.0584; number 62, Cl, carries 0.0471

Record 4
Formula: C13H5Co2NO8
Source: the Open Molecules 2025 dataset
Level of theory: ωB97M-V/def2-TZVPD

```
29
C13H5Co2NO8, DFT ωB97M-V/def2-TZVPD
N 0.39 -3.01 0.73
C -0.74 -3.84 0.78
O -1.92 -3.51 0.81
C -0.24 -5.26 0.81
C 1.09 -5.23 0.80
C 1.54 -3.81 0.77
O 2.71 -3.43 0.77
H -0.94 -6.06 0.83
H 1.82 -6.01 0.81
O 1.08 2.37 3.44
C 0.47 2.61 2.50
Co -0.39 2.87 1.01
C -2.07 2.42 1.21
O -3.17 2.07 1.27
C -0.50 4.59 0.68
O -0.55 5.70 0.38
C 0.70 2.31 -0.52
C 0.38 0.96 -0.19
C 0.82 -0.04 0.56
Co -0.34 1.77 -1.95
C -1.90 0.98 -2.07
O -2.92 0.42 -2.05
C 0.77 0.99 -3.07
O 1.57 0.43 -3.68
C -0.69 3.39 -2.64
O -0.91 4.47 -2.97
H 1.73 2.72 -0.64
H 0.55 -1.09 0.39
H 1.68 0.20 1.22
```

## Properties
Net charge: -2
LUMO: 5.04 eV
Frontier orbital gap: 6.0 eV
F_max: 3.67 eV/Å
ΔE to the lowest compared entry with this formula, charge and spin: 0.0 kcal per mole

Charges in e, computed with natural (NBO), in the same order as the atoms: number 1, N, carries -0.7209; number 2, C, carries 0.6079; number 3, O, carries -0.6306; number 4, C, carries -0.2797; number 5, C, carries -0.2836; number 6, C, carries 0.6058; number 7, O, carries -0.6487; number 8, H, carries 0.1918; number 9, H, carries 0.1911; number 10, O, carries -0.5695; number 11, C, carries 0.4259; number 12, Co, carries 0.0020; number 13, C, carries 0.4713; number 14, O, carries -0.5432; number 15, C, carries 0.5246; number 16, O, carries -0.5785; number 17, C, carries -0.4858; number 18, C, carries -0.2788; number 19, C, carries -0.3012; number 20, Co, carries -0.0910; number 21, C, carries 0.4901; number 22, O, carries -0.5668; number 23, C, carries 0.4788; number 24, O, carries -0.5771; number 25, C, carries 0.5237; number 26, O, carries -0.5855; number 27, H, carries 0.1787; number 28, H, carries 0.2783; number 29, H, carries 0.1708